Record 1
Formula: C20H21N3O4S2
Source: the Open Molecules 2025 dataset
Level of theory: ωB97M-V with the def2-TZVPD basis set

The geometry in XYZ format:
```
50
Properties=species:S:1:pos:R:3:forces:R:3:lowdin_charge:R:1
S -1.649 -2.859 0.980 0.372 0.265 0.145 1.07
S 2.572 -2.029 -2.102 0.378 -0.032 -0.356 1.05
O -0.472 0.384 -1.115 0.024 -0.091 -0.157 -0.12
O 0.581 -0.953 -4.451 0.245 0.265 -0.292 0.05
O 1.812 0.596 1.989 0.086 0.230 0.103 0.07
O -2.015 -0.138 4.483 -0.112 -0.355 -0.290 0.04
N 0.551 -2.369 -0.469 0.254 -0.230 -0.161 0.04
N 2.093 -0.736 0.183 -0.080 -0.061 0.113 0.02
N -0.836 -1.766 -2.885 -0.406 -0.095 0.076 0.07
C -0.148 1.020 4.095 -0.300 -0.502 -0.300 0.00
C 1.311 -2.827 -3.146 0.116 0.316 0.352 -0.33
C 0.144 -1.049 1.534 -0.158 -0.437 -0.301 -0.09
C -0.378 1.786 -0.931 -0.015 0.390 0.096 -0.18
C 1.363 -0.309 1.316 -0.138 -0.172 0.023 -0.34
C -0.870 -0.930 2.545 -0.565 -0.408 0.014 -0.17
C 1.632 -1.681 -0.664 -0.504 -0.662 -0.116 -0.56
C -0.941 -0.009 3.656 0.794 0.764 0.163 -0.22
C -1.900 0.800 5.435 0.410 0.686 0.387 -0.12
C -1.797 2.249 -0.618 0.179 -0.168 -0.067 -0.14
C -0.165 -2.049 0.620 -0.036 0.304 0.531 -0.54
C 3.076 1.137 -1.031 -0.018 -0.133 0.040 -0.16
C 3.337 2.391 -0.717 0.069 0.077 0.010 0.03
C -0.774 1.541 5.248 -0.608 -0.239 0.264 -0.05
C -1.740 -0.640 -2.916 0.035 0.272 0.218 -0.11
C 0.326 -1.744 -3.570 -0.134 -0.532 0.062 -0.58
C -1.869 -1.845 2.353 0.136 0.044 -0.165 -0.34
C 3.327 -0.015 -0.102 0.410 0.308 -0.019 -0.17
C -2.611 1.342 -1.539 0.166 -0.134 0.082 -0.12
C -1.788 0.046 -1.543 -0.319 -0.285 -0.276 -0.31
H 0.856 -3.640 -2.586 0.014 -0.033 -0.098 0.08
H -2.649 1.760 -2.545 -0.047 0.023 -0.059 0.12
H -2.739 -1.977 2.964 -0.137 0.027 0.170 0.08
H 0.764 1.353 3.647 0.117 -0.034 -0.131 0.09
H 0.334 1.970 -0.124 -0.016 0.052 -0.068 0.11
H -2.747 -0.971 -3.191 0.017 0.116 -0.030 0.13
H -0.006 2.257 -1.851 0.013 0.020 0.077 0.13
H 3.148 3.199 -1.402 -0.055 0.121 -0.186 0.06
H 3.708 0.352 0.854 0.014 -0.161 -0.203 0.13
H -1.359 0.047 -3.676 -0.144 -0.030 0.076 0.13
H -3.626 1.176 -1.187 -0.063 0.007 -0.044 0.12
H -1.944 3.307 -0.818 -0.029 0.072 0.034 0.11
H -0.430 2.355 5.853 0.008 0.157 0.172 0.10
H 3.754 2.659 0.240 0.069 0.004 0.238 0.07
H 4.040 -0.718 -0.543 -0.030 0.075 0.162 0.10
H -2.032 2.043 0.427 0.000 0.032 0.042 0.12
H -0.890 -2.361 -2.068 0.216 0.040 -0.187 0.11
H -2.190 -0.672 -0.812 0.032 0.106 -0.058 0.12
H -2.671 0.837 6.178 -0.141 -0.075 0.047 0.12
H 1.862 -3.196 -4.010 -0.048 0.046 0.034 0.09
H 2.645 0.876 -1.988 -0.069 0.045 -0.169 0.09
```
Forces are in eV/Å.

Properties
* total charge: 0
* energy relative to the best compared isomer or geometry (same formula, charge and spin): 31.9 kcal per mole
* structure (SMILES): C=CCn1c(SCC(=O)NC[C@@H]2CCCO2)nc2scc(-c3ccco3)c2c1=O

=====

Record 2
Formula: C20H21N4O4S
Source: the Open Molecules 2025 dataset
Level of theory: ωB97M-V with the def2-TZVPD basis set

The geometry in XYZ format:
```
50
Properties=species:S:1:pos:R:3:forces:R:3:lowdin_charge:R:1
S 1.582 -6.786 2.591 -0.096 0.038 0.104 0.34
O 2.240 -5.426 1.942 -0.022 0.092 -0.033 -0.23
O 2.405 -7.868 2.093 -0.048 -0.063 -0.020 -0.37
O 1.680 -6.529 4.008 0.021 -0.011 -0.007 -0.35
O 0.221 -6.787 2.059 0.060 -0.056 -0.028 -0.39
N -1.849 -3.115 -0.770 -0.049 0.000 0.023 0.04
N 4.060 -1.890 0.561 -0.002 0.010 -0.013 0.06
N 0.176 2.254 -0.949 -0.075 -0.027 -0.023 0.05
N -1.566 5.958 -2.445 -0.002 0.026 -0.013 0.05
C -1.414 0.220 -2.012 -0.032 0.037 -0.043 -0.08
C 3.668 0.213 1.641 -0.003 -0.011 0.007 -0.09
C -1.805 8.447 -1.222 -0.001 0.003 0.011 -0.09
C -1.815 8.335 -2.603 0.002 0.000 0.011 -0.08
C 3.538 -0.666 0.577 -0.055 -0.045 -0.059 -0.16
C -0.666 2.486 -1.958 0.044 0.077 0.029 -0.17
C 0.216 1.010 -0.474 0.076 0.053 0.080 -0.16
C -3.960 -3.697 0.198 0.003 -0.010 0.030 -0.09
C 4.730 -2.284 1.641 -0.012 -0.069 -0.013 -0.14
C 4.917 -1.482 2.758 -0.005 0.043 0.002 -0.07
C -3.355 -4.679 0.970 0.003 0.044 0.000 -0.07
C -1.986 -4.868 0.869 -0.098 -0.091 0.061 -0.04
C -1.558 6.080 -1.119 0.018 -0.089 -0.005 -0.15
C -1.287 -4.063 -0.018 0.048 0.075 -0.045 -0.13
C -1.693 7.072 -3.162 0.000 -0.022 -0.013 -0.16
C -3.164 -2.943 -0.647 0.010 -0.022 -0.031 -0.18
C -0.550 -0.036 -0.963 0.074 -0.048 0.036 -0.06
C 4.379 -0.206 2.754 -0.007 -0.020 0.022 -0.09
C -1.477 1.510 -2.519 0.014 -0.027 0.021 -0.07
C -1.674 7.296 -0.463 -0.009 0.029 -0.007 -0.07
H -1.660 7.335 0.618 0.004 -0.013 0.004 0.10
H -1.447 5.157 -0.561 0.011 0.013 0.020 0.10
H -5.025 -3.513 0.254 -0.002 0.007 -0.011 0.09
H -3.603 -2.160 -1.259 -0.021 -0.005 0.009 0.09
H -1.695 6.943 -4.239 -0.001 0.023 -0.002 0.10
H 5.462 -1.859 3.613 -0.004 -0.019 -0.005 0.10
H -0.214 -4.180 -0.125 0.005 -0.030 0.025 0.11
H 3.216 1.196 1.597 0.007 0.007 -0.016 0.10
H 2.974 -0.387 -0.307 0.040 0.068 -0.002 0.09
H 4.499 0.446 3.610 0.004 0.002 0.001 0.10
H -0.469 -1.027 -0.540 -0.033 -0.013 -0.034 0.08
H -0.690 3.506 -2.330 -0.051 -0.027 -0.053 0.07
H -1.897 9.415 -0.746 0.000 0.001 0.000 0.10
H 0.905 0.834 0.347 -0.022 0.017 0.013 0.08
H -3.941 -5.285 1.650 -0.001 -0.008 -0.002 0.10
H -1.461 -5.613 1.456 0.099 0.025 -0.035 0.08
H -1.913 9.206 -3.237 -0.001 -0.003 -0.010 0.10
H 5.121 -3.294 1.613 -0.006 0.002 0.032 0.11
H -2.140 1.761 -3.336 0.008 0.021 -0.006 0.10
H -2.019 -0.577 -2.425 0.015 -0.020 0.012 0.09
H 2.005 -5.462 1.008 0.095 0.032 -0.023 0.05
```
Forces are in eV/Å.

Properties
* total charge: -1

=====

The records above give, respectively, orbital gap values of 8.1, 7.4 eV.
The records above give, respectively, E_HOMO values of -7.71, -5.38 eV.